Arrangement 1

Computed, not measured: 2 unconnected molecules or ions with the total composition C9H12N3O2, with ωB97M-V/def2-TZVPD.

Geometry as XYZ:
```
26
C9H12N3O2 (ωB97M-V/def2-TZVPD)
C 3.63523 -0.14620 -1.50948
C 0.14942 -0.18004 0.38660
C 0.64810 -1.62134 -1.92864
C -1.65938 2.72945 1.43000
C -1.44285 2.04616 2.72782
C -1.09792 1.79253 0.46392
C -0.30571 0.95617 2.53354
C 0.70065 -0.88558 -0.57643
C -0.79600 -3.09428 -3.10733
N 2.74981 0.06548 -0.80607
N -0.42051 0.85199 1.03008
N 1.05324 -1.23493 0.85365
O 1.63777 -1.73631 -2.63009
O -0.53479 -2.15759 -2.06422
H -2.67221 3.04840 1.33651
H -0.97197 3.68129 1.28238
H -1.09877 2.54151 3.64844
H -2.32627 1.52452 3.02029
H -1.21588 1.95579 -0.59867
H 4.59386 -0.29829 -1.96714
H 0.66681 1.31524 2.80175
H -0.51935 0.02321 3.10319
H -0.22113 -3.95338 -3.22059
H -0.84322 -2.70198 -4.13071
H -1.79214 -3.44726 -3.00595
H 2.08324 -1.07456 0.92716
```

The spin multiplicity is 1. Its net charge is +1. As for the HOMO energy (alpha / beta): -11.63 / -11.63 eV. The calculation puts the gap between HOMO and LUMO (alpha / beta) at 0.25563 / 0.25554 hartree.


Arrangement 2

Computed, not measured: 2 unconnected molecules or ions with the total composition C9H12N3O2, with ωB97M-V/def2-TZVPD.

Geometry as XYZ:
```
26
C9H12N3O2 (ωB97M-V/def2-TZVPD)
N -0.31229 2.75475 -5.71018
C -1.02340 2.18454 -5.02438
O -1.65279 1.45716 -4.02170
N -0.79543 1.42017 -2.95320
C 0.23182 0.54124 -2.93656
C 1.25963 0.37586 -1.92935
C 1.07847 1.31572 -0.77575
C -0.11822 2.16712 -0.96540
N -0.98793 2.24963 -1.96731
H 0.29980 -0.14823 -3.82068
H 2.10070 -0.35006 -1.98394
H 1.77433 1.33673 0.08731
H -0.31343 2.88442 -0.12508
C -0.86126 -1.63466 3.19980
C 0.57307 -2.05925 2.94368
C 0.76889 -1.65158 1.49503
O -0.06934 -0.50554 1.26940
C -0.96237 -0.35695 2.38771
H -1.09366 -1.48654 4.25386
H -1.54743 -2.38680 2.80052
H 1.24884 -1.48898 3.58730
H 0.75467 -3.11995 3.11441
H 0.44584 -2.44369 0.81164
H 1.80737 -1.39751 1.26757
H -0.63143 0.50994 2.96895
H -1.97445 -0.16752 2.02638
```

The spin multiplicity is 1. Its net charge is +1. As for the HOMO energy: -12.78 eV. The calculation puts the gap between HOMO and LUMO at 0.25579 hartree.


Energetically preferred structure: arrangement 1 | next structure: +0.089 eV